264
Properties=species:S:1:pos:R:3:forces:R:3:lowdin_charge:R:1 method="wB97M-V/def2-TZVPD" relative_energy_ev=0.0000 total_charge=+1 lumo_energy_ev=-1.9 e_tot_ha=-10978.3169 max_force_ha_per_bohr=0.0894 e_homo_ev=-10.881 spin_multiplicity=1 gap_ev=8.95
C 3.541021 -4.515898 -1.042880 -1.5 0.3 -0.2 -0.11
C 4.749897 -3.785592 -1.461274 2.3 1.7 -0.3 -0.24
C 4.475507 -2.551349 -2.408385 1.3 -1.2 0.3 -0.15
C 5.637072 -1.578253 -2.313688 -0.1 0.7 -0.1 -0.10
N 5.702695 -0.625985 -3.478433 -1.5 0.0 -0.1 -0.28
C 6.685103 0.476261 -3.327081 0.0 0.9 -0.7 -0.05
C 6.021088 1.636285 -4.185831 1.2 -0.3 0.3 -0.12
C 4.584057 1.245254 -4.507870 0.5 -0.1 0.0 -0.13
C 4.373547 0.038617 -3.614560 -0.8 0.0 -0.8 -0.11
C 5.947471 -1.408256 -4.732262 -0.2 0.3 0.7 0.05
H 3.088421 -4.091207 -0.143044 -0.2 0.0 -0.1 0.05
H 3.777489 -5.545159 -0.822172 -0.2 -0.3 0.0 0.08
H 2.813181 -4.430864 -1.886354 0.2 -0.5 0.7 0.10
H 5.458745 -4.514937 -1.862729 0.0 0.3 -0.7 0.12
H 5.376888 -3.370140 -0.630700 -0.8 -0.3 -0.1 0.09
H 3.565359 -2.090695 -2.055215 -0.4 0.3 -0.2 0.10
H 4.416810 -2.800921 -3.466132 -0.8 -0.7 0.4 0.08
H 6.609377 -2.013638 -2.491166 0.3 -0.8 1.4 0.14
H 5.486242 -0.963414 -1.409460 0.9 -0.2 -0.3 0.13
H 7.657975 0.093926 -3.719390 -0.6 0.6 0.6 0.15
H 6.711683 0.791797 -2.265826 0.2 -0.4 -0.6 0.11
H 6.589020 1.907633 -5.065572 0.2 -0.4 -0.4 0.11
H 6.051118 2.544350 -3.640410 0.0 0.7 1.0 0.09
H 4.590109 0.951517 -5.542751 -0.6 0.0 -0.5 0.11
H 3.896226 2.082377 -4.303491 0.2 -0.8 -0.2 0.09
H 3.708373 -0.746456 -3.970068 -0.3 0.4 -0.2 0.11
H 4.007271 0.379933 -2.665436 0.2 0.0 0.8 0.13
H 5.158255 -2.111952 -4.868773 -0.6 -0.2 -0.4 0.06
H 6.844206 -1.961527 -4.643906 1.2 -0.4 0.3 0.11
H 6.012534 -0.742973 -5.554288 0.0 0.6 -0.8 0.11
C -12.754804 1.206018 -0.517821 -1.2 -1.2 -0.9 -0.10
C -12.131766 0.245852 -1.524341 0.5 1.2 0.5 -0.23
C -10.574419 0.465946 -1.665470 -2.4 -0.3 -2.1 -0.13
C -10.503998 1.663825 -2.618851 1.9 -1.3 -1.7 -0.11
N -9.068110 2.167251 -2.826290 -1.0 -1.6 0.8 -0.31
C -8.959534 3.160131 -3.870182 0.4 1.2 -1.2 -0.11
C -7.476199 3.049725 -4.450708 -0.8 0.0 -1.4 -0.10
C -6.915238 1.737292 -3.840900 -1.3 0.6 0.7 -0.14
C -8.192074 1.066035 -3.341626 0.4 -1.5 0.2 -0.11
C -8.586557 2.729593 -1.546610 1.4 1.1 0.3 0.01
H -13.805009 0.892156 -0.480420 0.1 0.2 0.5 0.09
H -12.802700 2.195684 -0.887801 0.3 1.3 -0.2 0.05
H -12.310890 1.148542 0.439841 0.4 0.1 1.1 0.07
H -12.718759 0.432305 -2.429481 0.7 -0.2 -0.4 0.11
H -12.409698 -0.729771 -1.207521 0.3 -1.1 0.2 0.10
H -10.171402 -0.393519 -2.237555 0.1 0.4 0.8 0.12
H -10.122174 0.593091 -0.701238 0.3 0.0 0.3 0.11
H -11.098600 2.513165 -2.451177 -0.7 1.1 1.0 0.11
H -10.793739 1.344445 -3.644638 0.1 -0.1 0.7 0.14
H -9.136889 4.116518 -3.395528 0.0 0.4 -0.2 0.13
H -9.797568 2.994771 -4.563538 0.7 0.0 -0.2 0.14
H -6.911688 3.919341 -4.143865 0.2 0.1 0.3 0.10
H -7.468161 3.139284 -5.577841 -0.2 -0.5 1.2 0.13
H -6.204801 1.981708 -3.070947 0.0 0.1 0.8 0.10
H -6.406999 0.971201 -4.370439 0.4 -0.1 -1.5 0.11
H -8.030669 0.306996 -2.559334 0.0 0.4 -0.2 0.11
H -8.687329 0.543357 -4.223883 0.2 0.9 1.1 0.17
H -8.442566 1.979175 -0.770240 -0.3 0.0 -0.2 0.06
H -9.229764 3.586597 -1.226009 0.4 -0.9 -0.3 0.14
H -7.572118 3.129462 -1.763681 -0.7 -0.1 0.4 0.11
C 0.206283 -7.419362 -4.383755 0.2 1.2 -0.3 -0.08
C -0.809701 -6.263898 -4.410204 0.4 -0.2 1.0 -0.25
C -1.175695 -5.868222 -2.971808 0.0 -0.2 0.7 -0.19
C -2.253399 -4.827981 -3.217657 0.6 1.5 0.3 -0.14
N -2.564055 -3.790418 -2.132500 -0.5 -0.7 -0.8 -0.24
C -3.420241 -2.635239 -2.771620 0.5 -0.6 -0.5 -0.04
C -2.816698 -1.315440 -2.221023 -1.0 0.1 -0.5 -0.14
C -1.907497 -1.790544 -1.128505 2.9 0.5 0.8 -0.16
C -1.316833 -3.121772 -1.667507 -0.6 0.8 0.7 -0.09
C -3.273602 -4.441659 -0.996647 -0.4 0.4 0.5 0.02
H -0.056286 -8.240642 -3.730582 -0.2 0.0 0.3 0.07
H 1.147453 -6.959823 -4.040256 -0.2 -0.5 -0.1 0.09
H 0.363183 -7.814591 -5.371274 0.2 -0.2 -0.5 0.06
H -1.760923 -6.472656 -4.900295 0.2 -0.4 -0.4 0.11
H -0.386515 -5.338054 -4.837483 0.0 -0.7 -0.3 0.09
H -0.278640 -5.462414 -2.458618 -0.6 -0.1 -0.3 0.10
H -1.509785 -6.758219 -2.358136 0.2 1.0 -0.6 0.14
H -3.193328 -5.282334 -3.476286 -0.4 -0.2 -0.2 0.13
H -1.910959 -4.167212 -4.038336 -0.2 -0.6 0.2 0.12
H -4.467003 -2.869602 -2.581758 0.1 0.2 0.3 0.12
H -3.254702 -2.661676 -3.874664 -0.1 -0.2 0.9 0.13
H -3.584211 -0.576637 -1.855998 0.7 -0.8 -0.5 0.13
H -2.227243 -0.914242 -3.075998 -0.4 0.2 0.8 0.10
H -2.376698 -1.904150 -0.139954 0.0 -0.1 -0.4 0.11
H -1.010798 -1.108500 -0.992474 -1.3 -0.6 0.0 0.10
H -0.782060 -3.731907 -0.889181 -0.5 0.5 -1.0 0.12
H -0.753647 -2.937362 -2.593602 0.3 -0.1 0.5 0.11
H -3.870840 -3.689151 -0.449950 0.3 -0.5 -0.3 0.10
H -2.556775 -4.902091 -0.322468 0.1 0.1 -0.1 0.07
H -3.895086 -5.236621 -1.387613 -0.4 0.1 -0.1 0.11
C 5.997021 -4.328952 6.462834 0.4 0.3 0.5 -0.11
C 4.925063 -3.661634 5.598862 -0.6 -1.3 -1.3 -0.24
C 3.497735 -4.312384 5.779220 0.9 1.1 0.5 -0.16
C 2.767227 -3.481332 6.837980 -0.3 -0.3 -0.5 -0.12
N 1.368117 -3.937331 7.140833 -0.6 -0.3 -1.8 -0.25
C 0.514230 -3.688522 5.901793 1.0 0.8 -1.0 -0.15
C -0.888538 -3.556052 6.392106 -0.3 0.2 0.9 -0.11
C -0.775561 -3.150167 7.918012 0.0 -0.3 -0.6 -0.10
C 0.708880 -3.023077 8.144831 -0.1 0.0 -1.9 -0.09
C 1.261129 -5.429726 7.464448 0.3 1.0 0.9 0.06
H 7.040943 -3.971678 6.171016 -1.4 -0.5 0.6 0.10
H 5.920182 -5.425575 6.342028 0.3 0.5 -0.2 0.08
H 5.800617 -4.146856 7.538553 0.4 0.1 -0.4 0.07
H 5.263683 -3.904360 4.544243 -0.6 0.9 0.9 0.12
H 4.753256 -2.593908 5.789987 0.8 -0.1 -0.3 0.09
H 3.640609 -5.306785 6.110330 0.2 -1.2 0.4 0.08
H 2.948029 -4.387929 4.851249 -0.2 0.3 -0.3 0.10
H 2.641456 -2.453225 6.441358 0.3 -0.5 0.8 0.10
H 3.275724 -3.532720 7.797759 0.4 0.4 0.0 0.15
H 0.645220 -4.476031 5.169503 0.0 -0.4 0.2 0.11
H 0.873081 -2.785535 5.348396 -0.1 -0.4 0.9 0.13
H -1.287147 -4.570468 6.309444 -0.8 0.5 -0.1 0.11
H -1.401625 -2.789700 5.792745 -0.2 -0.7 0.2 0.13
H -1.232414 -3.896927 8.550951 -0.2 -0.2 0.1 0.11
H -1.197271 -2.187290 8.178230 -0.4 0.1 -0.2 0.11
H 1.108445 -3.314702 9.055188 0.5 -0.1 2.1 0.12
H 0.972191 -2.005508 7.846402 0.5 -0.2 0.3 0.11
H 1.750804 -5.982725 6.665807 -0.1 0.1 0.1 0.10
H 0.201992 -5.709180 7.534990 0.4 0.2 0.0 0.11
H 1.770172 -5.602854 8.442206 -0.4 0.1 -0.8 0.13
C 3.037700 5.392654 3.871635 3.2 0.6 1.2 -0.10
C 2.849283 4.585007 2.608718 -1.2 1.4 -0.8 -0.24
C 1.638454 3.671654 2.607759 0.0 0.8 -1.7 -0.19
C 0.376777 4.370657 3.094618 0.7 -0.5 0.4 -0.13
N -0.877103 3.904851 2.453045 -0.2 -1.1 -1.2 -0.24
C -1.088707 4.605012 1.109347 -1.5 -1.3 0.2 -0.05
C -2.630604 4.318717 0.845799 0.0 0.8 0.1 -0.12
C -3.307832 4.334554 2.249083 2.4 -0.2 0.4 -0.10
C -2.079620 4.340921 3.246513 -0.7 -0.2 -0.7 -0.07
C -0.879972 2.384315 2.144351 0.3 1.4 1.6 0.07
H 3.862609 5.056762 4.581624 -1.1 -0.5 -0.8 0.10
H 2.205230 5.568643 4.507598 -1.0 0.0 0.3 0.05
H 3.491684 6.375129 3.674338 -0.5 0.0 -0.4 0.08
H 3.707528 4.014372 2.314844 0.6 -0.2 0.0 0.10
H 2.647450 5.308848 1.771853 0.4 -0.5 0.6 0.12
H 1.817118 2.868497 3.251681 0.3 -1.6 1.0 0.08
H 1.564397 3.290852 1.565514 -0.2 0.2 0.6 0.09
H 0.424743 5.444361 2.969662 0.0 0.3 -0.2 0.13
H 0.355016 4.187041 4.167027 -0.6 0.0 0.1 0.14
H -0.404968 4.124746 0.389600 -0.3 0.7 0.2 0.10
H -0.908206 5.659619 1.302241 0.1 0.0 -0.3 0.13
H -2.845469 3.372478 0.336496 0.5 0.1 0.2 0.09
H -3.109466 5.075880 0.213587 0.5 0.0 0.0 0.11
H -4.003869 3.525629 2.359060 0.0 -0.7 0.3 0.09
H -3.825313 5.206204 2.547550 -0.8 1.2 -0.4 0.10
H -2.294415 3.772635 4.142227 0.5 -0.4 0.1 0.12
H -1.770082 5.345952 3.550960 -0.6 0.0 0.0 0.14
H -0.067156 2.049335 1.505322 -0.1 0.5 0.3 0.07
H -1.804741 2.154374 1.717289 -1.4 -0.2 -0.9 0.08
H -0.924825 1.941808 3.122298 0.6 -0.6 0.4 0.09
C -2.005925 1.434302 -5.270551 -1.0 0.4 2.1 -0.10
C -2.319660 2.934111 -5.228327 1.6 0.3 0.5 -0.20
C -1.076834 3.862603 -5.444598 0.5 -0.2 1.2 -0.16
C -0.823601 4.895263 -4.353171 -0.9 -0.5 0.9 -0.14
N 0.238893 5.946182 -4.571529 0.1 0.1 -0.5 -0.23
C 1.612478 5.309877 -4.929362 -0.1 1.6 0.4 -0.05
C 2.651946 6.234525 -4.271807 -0.9 1.2 -0.4 -0.11
C 1.879685 7.068102 -3.201103 1.4 0.0 -0.7 -0.17
C 0.395079 6.818349 -3.309986 0.2 0.6 0.2 -0.08
C -0.103109 6.807695 -5.764319 -0.2 -1.7 0.4 0.03
H -1.655644 1.096906 -6.197762 0.7 -0.4 -1.3 0.06
H -2.912984 0.859675 -5.026439 0.0 0.2 -0.3 0.07
H -1.322417 1.131340 -4.463795 0.1 0.3 -0.5 0.05
H -2.766640 3.181056 -4.269009 -0.4 0.1 0.0 0.10
H -2.920943 3.232893 -6.048655 -1.3 -0.1 -0.5 0.09
H -1.255881 4.465451 -6.287145 0.0 0.2 -1.7 0.08
H -0.207911 3.232934 -5.523248 0.5 -0.1 -0.5 0.10
H -0.576187 4.386615 -3.425731 0.1 0.2 0.0 0.09
H -1.775229 5.407301 -4.189631 0.2 0.4 0.1 0.14
H 1.637740 5.362163 -6.032778 0.3 -0.7 0.8 0.13
H 1.643853 4.333579 -4.504073 -0.1 -0.8 0.0 0.10
H 3.056935 6.959360 -5.001829 0.1 -0.7 0.2 0.12
H 3.448257 5.733227 -3.742471 0.2 -0.5 -0.4 0.10
H 2.156985 8.102563 -3.319684 -0.3 0.5 -0.2 0.11
H 2.347050 6.763093 -2.297295 -0.5 0.0 1.0 0.07
H -0.072292 7.840648 -3.374247 -0.2 -1.4 -0.5 0.15
H -0.018748 6.293792 -2.434881 0.2 0.0 -0.6 0.12
H 0.586709 7.609040 -5.842854 0.6 0.8 0.1 0.10
H -1.114197 7.125865 -5.589148 -0.4 0.4 -0.4 0.11
H 0.033197 6.149903 -6.637203 -0.6 0.6 0.2 0.11
C 5.204108 1.257411 6.294706 0.4 -1.1 -0.6 -0.09
C 4.888784 1.461420 4.818773 -0.7 1.4 -1.3 -0.25
C 4.302464 0.211806 4.146525 0.6 -1.6 1.2 -0.18
C 4.031442 0.166675 2.671120 -1.3 0.7 -0.2 -0.11
N 3.017776 -0.925711 2.286512 -0.2 0.8 -0.2 -0.20
C 2.940639 -1.118168 0.785837 0.3 1.5 0.0 -0.11
C 1.502574 -1.457390 0.498851 0.2 0.6 0.7 -0.11
C 0.831894 -0.420719 1.429314 -0.8 0.5 -1.7 -0.16
C 1.592444 -0.468742 2.707911 0.3 -0.9 0.5 -0.08
C 3.404930 -2.236467 2.861379 1.2 0.1 -0.7 0.03
H 4.319860 0.856414 6.833254 0.9 0.3 -0.2 0.04
H 5.607481 2.158655 6.765969 -0.3 -0.2 -0.1 0.08
H 6.009025 0.493479 6.272252 -0.4 0.3 0.6 0.09
H 5.769483 1.850244 4.251634 -0.5 -0.4 0.4 0.11
H 4.101595 2.243626 4.718507 0.5 -0.2 0.0 0.09
H 3.383257 -0.063987 4.692613 0.2 0.2 0.0 0.09
H 5.011904 -0.635616 4.309269 -0.3 0.5 0.3 0.12
H 4.895695 -0.058585 2.117392 0.9 -0.4 -0.4 0.05
H 3.663352 1.130511 2.288711 -0.3 -0.3 0.0 0.14
H 3.705837 -1.770048 0.422180 0.4 -0.8 0.2 0.11
H 3.215630 -0.142996 0.400344 -0.2 0.4 -0.4 0.13
H 1.321439 -2.423736 0.961032 -0.4 -0.5 -0.6 0.09
H 1.277320 -1.403541 -0.584249 -0.1 -0.1 0.7 0.12
H -0.245558 -0.549133 1.500423 -0.1 -0.3 0.5 0.13
H 0.938854 0.600121 1.031651 0.3 -0.4 -0.4 0.08
H 1.177248 -1.188214 3.421416 0.3 0.1 -0.2 0.11
H 1.608915 0.517706 3.166845 0.4 -0.2 0.3 0.11
H 2.625556 -2.962827 2.627010 0.3 -0.1 0.0 0.10
H 3.476235 -2.036488 3.896882 -0.1 -0.4 1.2 0.05
H 4.452417 -2.505195 2.479566 -1.6 0.2 0.4 0.14
N 1.507238 2.548919 -0.908462 0.1 0.4 -1.6 -0.27
S 2.475168 3.694179 -1.512220 -1.3 1.7 -0.8 0.52
O 1.793393 5.001354 -1.438347 0.7 -2.2 -0.6 -0.31
O 3.295583 3.392555 -2.669245 -1.4 0.2 1.0 -0.27
F 3.470664 3.813834 -0.387877 1.1 -0.5 1.6 -0.11
S 0.232880 2.304081 -1.874179 1.6 -2.0 1.7 0.44
O 0.420616 2.377423 -3.258706 1.4 -0.2 -2.1 -0.25
O -0.952153 2.885632 -1.433537 -2.4 1.6 1.6 -0.25
F 0.012324 0.779253 -1.503143 0.4 0.2 -0.3 -0.16
N -6.807603 0.373024 -0.045250 1.5 1.6 1.3 -0.31
S -6.438981 -1.190026 -0.084010 -1.4 1.5 2.0 0.46
O -5.278989 -1.752642 0.523725 0.6 0.6 -0.9 -0.26
O -6.939298 -1.534280 -1.351302 0.2 -1.5 -2.0 -0.30
F -7.535729 -1.682580 0.920214 -0.6 -0.5 0.3 -0.17
S -6.131718 1.431090 0.996430 -2.3 -2.6 0.5 0.54
O -6.730372 2.710762 0.853155 0.2 0.6 -0.7 -0.29
O -4.724510 1.264396 1.078496 0.5 0.4 0.6 -0.29
F -6.830831 0.993929 2.442067 1.4 0.0 -1.4 -0.22
N -0.625433 -5.242667 0.927702 -0.1 0.8 1.9 -0.32
S -0.909127 -4.554446 2.379250 -1.2 0.0 0.1 0.56
O -0.062211 -3.446124 2.789733 -0.6 -1.0 -0.6 -0.30
O -1.333080 -5.506628 3.378978 0.7 1.0 -0.6 -0.27
F -2.266058 -3.842234 1.900434 0.7 -0.1 0.3 -0.19
S 0.681940 -6.114536 0.917041 1.5 -0.5 -0.7 0.53
O 1.767082 -5.505656 1.696876 -1.2 -0.9 -1.5 -0.33
O 0.781940 -6.582874 -0.454532 0.7 0.5 1.9 -0.29
F 0.398710 -7.441538 1.774133 -0.2 0.7 -0.5 -0.18
N 6.671427 -0.299642 1.287782 1.1 -1.0 0.5 -0.33
S 6.782940 1.158551 0.860748 2.3 2.0 -1.8 0.53
O 6.828529 2.133154 1.905929 -0.2 -0.6 -0.1 -0.27
O 5.877136 1.417415 -0.237144 0.4 -0.1 0.3 -0.32
F 8.347101 1.271934 0.188513 -2.3 -0.2 0.7 -0.24
S 7.646297 -1.540945 1.161331 -0.8 -0.2 0.0 0.47
O 8.514871 -1.589977 0.052197 0.6 0.7 -0.6 -0.25
O 6.796078 -2.652879 1.360672 -0.7 -1.1 0.6 -0.29
F 8.579275 -1.514762 2.425579 -0.2 0.5 -0.1 -0.15
N 0.091333 1.150071 7.362157 1.8 -0.7 -1.4 -0.29
S -0.852362 0.788874 6.111987 -0.1 -0.4 2.9 0.46
O -2.141774 0.557841 6.676902 0.1 -0.5 -0.7 -0.27
O -0.308354 -0.041668 5.080436 0.0 0.1 -0.2 -0.30
F -1.022980 2.196172 5.452677 0.2 1.0 -0.9 -0.19
S 1.716705 0.993119 7.230284 -1.7 -0.6 0.3 0.55
O 2.154815 -0.348610 6.804386 -0.5 2.3 0.4 -0.34
O 2.299293 1.636021 8.356695 0.1 -0.7 -0.1 -0.26
F 2.103476 2.005605 6.051428 -0.2 -0.6 -0.4 -0.19
N 1.322360 -1.810297 -6.422353 1.5 -0.5 -1.1 -0.29
S 0.487331 -1.964699 -5.145657 -2.1 -0.3 -0.6 0.43
O 0.558166 -3.243383 -4.488636 -0.1 0.5 0.2 -0.30
O -0.804355 -1.340201 -5.314054 0.4 -0.6 0.3 -0.30
F 1.199625 -0.977743 -4.191722 0.8 0.9 1.5 -0.17
S 2.380006 -3.005862 -6.671121 -3.5 -2.2 2.0 0.43
O 1.699090 -4.217162 -6.989911 0.1 0.1 -0.4 -0.26
O 3.387494 -3.112988 -5.686465 1.4 0.6 1.0 -0.28
F 3.046721 -2.571924 -7.920610 1.3 1.6 -2.5 -0.09